Density functional theory data (ωB97M-V/def2-TZVPD) for a molecular structure, C29H35CoF3GeNO4PTe.

Summary:
* M: 808.71 g mol⁻¹
* spin multiplicity: 6
* orbital gap (alpha / beta): 0.28394 / 0.17553 hartree
* net charge: +2
* E: -5849.9568 Ha
* highest occupied orbital energy (alpha / beta): -13.103 / -13.414 eV

Cartesian coordinates (Å):
Co -0.267 -0.016 0.512
F 0.462 -0.522 7.504
C -0.505 0.135 6.891
F -0.246 1.442 7.019
F -1.670 -0.182 7.454
C -0.499 -0.125 5.402
C -1.554 0.308 4.629
C -1.486 0.233 3.248
N -0.440 -0.312 2.626
C 0.560 -0.791 3.382
C 0.568 -0.716 4.793
H -2.427 0.745 5.072
H -2.297 0.642 2.647
H 1.424 -1.192 2.846
H 1.368 -1.136 5.351
C -2.575 -3.511 -0.175
C -2.297 -2.041 -0.343
O -0.857 -1.752 -0.201
H -3.637 -3.647 -0.143
H -2.191 -3.890 0.772
H -2.167 -4.044 -1.033
H -2.815 -1.447 0.401
H -2.553 -1.663 -1.310
H -0.405 -2.030 -1.031
C -1.200 4.311 -3.065
C -1.531 4.371 -1.591
O -1.739 2.947 -1.208
P -1.823 2.490 0.298
O -1.892 0.958 0.305
Te 0.235 3.132 1.478
O -3.024 3.223 1.001
C -4.333 3.692 0.359
C -5.382 2.660 0.650
H -1.046 5.327 -3.418
H -1.956 3.808 -3.635
H -0.270 3.753 -3.230
H -2.399 4.929 -1.270
H -0.692 4.734 -1.034
H -4.145 3.762 -0.738
H -4.417 4.713 0.710
H -5.137 1.738 0.101
H -6.341 3.044 0.256
H -5.464 2.477 1.739
C 3.803 0.663 0.922
Ge 2.361 -0.325 0.115
C 2.763 -2.246 0.345
C 3.957 -2.678 -0.288
C 4.255 -4.031 -0.285
C 3.470 -4.935 0.385
C 2.312 -4.514 0.993
C 1.956 -3.176 0.962
C 2.158 0.247 -1.758
C 2.620 1.562 -1.944
C 2.428 2.255 -3.121
C 1.798 1.626 -4.166
C 1.360 0.282 -4.031
C 0.823 -0.408 -5.165
C 0.429 -1.724 -5.069
C 0.656 -2.432 -3.896
C 1.260 -1.821 -2.821
C 1.558 -0.436 -2.853
H 4.763 0.328 0.496
H 3.807 0.462 1.989
H 3.703 1.717 0.741
H 4.630 -1.958 -0.753
H 5.176 -4.376 -0.759
H 3.757 -5.972 0.466
H 1.726 -5.179 1.567
H 0.967 -2.939 1.309
H 3.088 2.062 -1.122
H 2.873 3.250 -3.248
H 1.635 2.153 -5.091
H 0.840 0.095 -6.119
H 0.078 -2.199 -5.969
H 0.462 -3.507 -3.875
H 1.589 -2.402 -1.976

Forces on atoms 1 to 2 (eV/Å):
Co 0.68 -0.29 0.88
F 0.27 -0.40 0.32

Taken from the Löwdin analysis, the atomic charges in e are: atom 1 (Co): 0.624, atom 2 (F): 0.184, atom 3 (C): -0.607, atom 4 (F): 0.173, atom 5 (F): 0.185, atom 6 (C): -0.085, atom 7 (C): 0.042, atom 8 (C): -0.117, atom 9 (N): -0.021, atom 10 (C): -0.070, atom 11 (C): 0.063, atom 12 (H): 0.137, atom 13 (H): 0.108, atom 14 (H): 0.093, atom 15 (H): 0.129, atom 16 (C): -0.045, atom 17 (C): -0.223, atom 18 (O): -0.190, atom 19 (H): 0.085, atom 20 (H): 0.091, atom 21 (H): 0.089, atom 22 (H): 0.108, atom 23 (H): 0.121, atom 24 (H): 0.095, atom 25 (C): -0.037, atom 26 (C): -0.213, atom 27 (O): -0.265, atom 28 (P): 0.201, atom 29 (O): -0.427, atom 30 (Te): 0.860, atom 31 (O): -0.281, atom 32 (C): -0.174, atom 33 (C): -0.061, atom 34 (H): 0.096, atom 35 (H): 0.084, atom 36 (H): 0.072, atom 37 (H): 0.112, atom 38 (H): 0.077, atom 39 (H): 0.115, atom 40 (H): 0.128, atom 41 (H): 0.088, atom 42 (H): 0.104, atom 43 (H): 0.099, atom 44 (C): -0.221, atom 45 (Ge): 0.957, atom 46 (C): -0.336, atom 47 (C): -0.093, atom 48 (C): -0.067, atom 49 (C): -0.063, atom 50 (C): -0.064, atom 51 (C): -0.147, atom 52 (C): -0.238, atom 53 (C): -0.110, atom 54 (C): -0.066, atom 55 (C): 0.008, atom 56 (C): -0.153, atom 57 (C): 0.011, atom 58 (C): -0.054, atom 59 (C): -0.053, atom 60 (C): -0.049, atom 61 (C): -0.198, atom 62 (H): 0.056, atom 63 (H): 0.029, atom 64 (H): -0.001, atom 65 (H): 0.109, atom 66 (H): 0.123, atom 67 (H): 0.119, atom 68 (H): 0.102, atom 69 (H): 0.075, atom 70 (H): 0.070, atom 71 (H): 0.128, atom 72 (H): 0.125, atom 73 (H): 0.121, atom 74 (H): 0.116, atom 75 (H): 0.123, atom 76 (H): 0.093